Density functional theory data (ωB97M-V with the def2-TZVPD basis set) for C18H28ClN3O3S as an isolated structure.

XYZ file:
```
54
C18H28ClN3O3S (ωB97M-V with the def2-TZVPD basis set)
C -0.733 2.509 -1.412
C -1.023 1.092 -1.023
O -0.303 0.164 -1.296
O -2.209 0.942 -0.383
C -2.296 -0.129 0.567
C -1.929 0.385 1.948
C -0.457 0.602 2.184
C 0.528 -0.171 1.680
C 1.933 0.053 1.890
C 2.878 -0.891 1.188
C 2.372 1.089 2.655
C 3.805 1.460 2.929
C 4.751 0.344 3.354
C 6.078 0.941 3.789
Cl 7.307 -0.322 4.050
C 1.364 1.932 3.210
N 1.579 3.007 3.975
S 0.149 3.614 4.341
N -0.820 2.593 3.576
C -0.027 1.696 2.981
H 0.335 2.681 -1.336
H -1.312 3.223 -0.837
H -1.012 2.628 -2.461
H -3.328 -0.471 0.572
H -1.683 -0.965 0.237
H -2.416 1.353 2.063
H -2.349 -0.276 2.708
H 0.269 -1.008 1.047
H 3.358 -1.552 1.910
H 2.324 -1.525 0.503
H 3.649 -0.354 0.640
H 4.222 1.992 2.069
H 3.778 2.188 3.739
H 4.967 -0.353 2.546
H 4.326 -0.234 4.176
H 6.464 1.592 3.007
H 5.981 1.523 4.701
C -1.741 -1.075 -4.619
C -2.827 -0.755 -3.598
C -3.203 -1.934 -2.694
O -4.006 -2.924 -3.306
C -3.306 -3.884 -4.072
N -3.985 -0.180 -4.289
H -2.138 -1.637 -5.465
H -1.320 -0.152 -5.015
H -0.932 -1.651 -4.168
H -2.431 0.013 -2.934
H -3.805 -1.546 -1.867
H -2.303 -2.390 -2.260
H -2.335 -4.117 -3.626
H -3.155 -3.554 -5.103
H -3.910 -4.790 -4.089
H -4.657 0.154 -3.605
H -4.465 -0.931 -4.778
```

Spin multiplicity: 1
Gap between HOMO and LUMO: 8.320 eV
E_LUMO: -0.480 eV
Strongest force on any atom: 0.6 eV/Å
HOMO level: -8.800 eV
Net charge: 0